[1]
C14H28N2O in the gas phase. Source: the OMol25 dataset; level of theory: ωB97M-V/def2-TZVPD.

## Properties
- Multiplicity: 1
- SMILES string: CCCN1CCC(N[C@H]2CC[C@H](O)CC2)CC1
- E: -20000.366 eV

The geometry in XYZ format:
```
45
Properties=species:S:1:pos:R:3:forces:R:3
C 6.157 1.437 0.693 -0.09 -0.10 -0.21
H 7.117 1.627 0.220 0.10 0.08 0.03
C 5.329 0.472 -0.146 -0.11 0.13 0.31
H 5.859 -0.475 -0.259 -0.05 -0.03 -0.06
C 3.969 0.192 0.499 0.31 -0.07 -0.30
N 3.243 -0.822 -0.247 0.05 -0.10 0.08
C 2.382 -1.669 0.550 -0.16 -0.01 0.20
C 1.088 -0.982 1.004 0.05 -0.16 -0.34
H 0.483 -1.687 1.581 -0.06 0.00 0.07
H 1.325 -0.130 1.644 -0.03 0.07 0.08
C 0.306 -0.487 -0.213 0.18 0.24 0.09
N -0.866 0.261 0.219 -0.04 -0.12 0.34
H -1.202 -0.106 1.101 0.08 -0.02 0.00
C -1.965 0.327 -0.731 -0.24 0.18 -0.24
C -2.835 -0.940 -0.796 0.21 0.04 0.08
C -3.641 -1.153 0.482 -0.28 0.25 -0.23
H -2.982 -1.336 1.333 -0.02 -0.05 0.06
C -4.514 0.064 0.791 0.30 -0.07 0.80
C -3.654 1.328 0.874 -0.18 -0.16 -0.34
C -2.855 1.534 -0.411 0.10 -0.06 -0.05
H -2.230 2.422 -0.316 0.01 0.02 -0.08
H -3.547 1.682 -1.241 -0.02 0.06 -0.02
H -2.977 1.242 1.724 0.00 0.04 0.14
H -4.296 2.197 1.049 0.02 0.00 0.11
O -5.500 0.156 -0.218 -0.18 0.04 -0.33
H -5.982 0.981 -0.103 0.00 -0.05 0.00
H -5.012 -0.093 1.766 0.13 0.01 -0.19
H -4.287 -2.024 0.362 0.03 -0.05 0.11
H -3.530 -0.841 -1.631 0.01 -0.06 -0.08
H -2.207 -1.815 -0.981 -0.01 -0.02 -0.08
H -1.517 0.491 -1.718 -0.05 -0.01 0.07
C 1.221 0.416 -1.047 0.10 -0.38 0.00
C 2.523 -0.316 -1.399 -0.11 0.15 -0.16
H 3.182 0.347 -1.961 -0.01 -0.06 -0.09
H 2.287 -1.176 -2.036 0.03 0.06 -0.10
H 0.719 0.722 -1.965 -0.03 0.08 -0.05
H 1.433 1.317 -0.468 -0.05 0.06 0.04
H 0.031 -1.366 -0.826 0.03 0.05 0.06
H 2.944 -2.027 1.416 -0.02 -0.05 -0.06
H 2.124 -2.539 -0.066 -0.01 -0.05 0.08
H 4.142 -0.188 1.510 -0.05 0.04 0.03
H 3.412 1.136 0.591 0.00 0.00 0.10
H 5.185 0.891 -1.143 0.00 -0.05 -0.08
H 5.637 2.386 0.807 0.00 0.14 0.06
H 6.337 1.025 1.683 0.05 0.00 0.13
```
Forces are in eV/Å.


[2]
C14H28N2O2 in the gas phase. Source: the OMol25 dataset; level of theory: ωB97M-V/def2-TZVPD.

## Properties
- Multiplicity: 1
- SMILES string: CN(C)C(=O)CCCCCCCCC(=O)N(C)C
- E: -22048.396 eV

The geometry in XYZ format:
```
46
Properties=species:S:1:pos:R:3:forces:R:3
C 4.359 1.508 -3.298 -0.07 0.00 -0.16
N 4.250 0.996 -1.957 0.19 0.37 0.03
C 3.752 -0.207 -1.578 0.04 -0.37 -0.22
O 3.718 -0.534 -0.405 -0.13 -0.21 0.28
C 3.222 -1.133 -2.660 -0.06 0.00 -0.04
C 1.844 -0.692 -3.166 0.03 -0.11 0.27
C 0.819 -0.650 -2.036 -0.10 0.19 -0.40
C -0.563 -0.230 -2.533 0.00 -0.23 0.26
C -1.614 -0.215 -1.422 0.20 0.27 -0.13
C -1.408 0.924 -0.424 -0.29 -0.20 0.01
C -2.513 1.007 0.627 0.23 -0.05 0.09
C -2.479 -0.158 1.614 -0.22 0.44 -0.21
C -3.497 0.038 2.723 0.17 -0.27 -0.04
O -4.286 0.964 2.734 -0.12 0.32 -0.15
N -3.478 -0.897 3.709 -0.18 -0.12 0.27
C -2.538 -1.989 3.765 0.24 -0.02 -0.18
H -2.501 -2.529 2.818 0.05 -0.05 0.06
H -1.528 -1.643 4.008 0.01 -0.10 0.02
H -2.857 -2.684 4.540 0.01 0.00 -0.04
C -4.371 -0.751 4.836 -0.18 0.20 0.01
H -4.986 0.130 4.660 0.02 -0.10 0.10
H -5.015 -1.629 4.930 0.01 0.00 0.05
H -3.806 -0.620 5.761 -0.02 -0.02 0.03
H -1.482 -0.242 2.052 0.05 -0.13 -0.01
H -2.703 -1.095 1.100 0.10 -0.09 0.06
H -3.490 1.036 0.142 -0.03 0.08 0.03
H -2.407 1.935 1.191 -0.10 -0.01 -0.02
H -0.447 0.805 0.080 0.10 0.08 0.00
H -1.380 1.867 -0.975 0.08 0.04 -0.02
H -1.587 -1.175 -0.904 -0.08 -0.10 0.01
H -2.603 -0.107 -1.873 -0.08 -0.05 0.05
H -0.881 -0.928 -3.312 0.01 0.04 -0.09
H -0.502 0.763 -2.986 -0.02 0.04 -0.09
H 0.753 -1.637 -1.575 0.02 -0.04 0.11
H 1.165 0.045 -1.271 0.01 -0.04 0.12
H 1.511 -1.395 -3.934 0.00 0.06 -0.05
H 1.908 0.296 -3.628 -0.02 0.03 -0.10
H 3.128 -2.117 -2.197 0.10 0.09 0.00
H 3.929 -1.217 -3.487 0.02 -0.03 0.00
C 4.692 1.920 -0.936 -0.03 -0.06 0.27
H 4.114 2.846 -0.988 0.03 0.04 0.00
H 5.750 2.155 -1.068 0.00 0.04 -0.01
H 4.543 1.451 0.034 0.04 0.12 -0.06
H 4.210 0.732 -4.041 -0.01 0.01 -0.02
H 5.357 1.933 -3.439 -0.04 -0.03 -0.05
H 3.626 2.304 -3.467 0.04 0.00 -0.07
```
Forces are in eV/Å.


[3]
C14H28N2O4 in the gas phase. Source: the OMol25 dataset; level of theory: ωB97M-V/def2-TZVPD.

## Properties
- Multiplicity: 1
- SMILES string: CCCCOCCCNC(=O)N[C@H](C(=O)OC)C(C)C
- E: -26143.826 eV

The geometry in XYZ format:
```
48
Properties=species:S:1:pos:R:3:forces:R:3
C -6.473 1.830 -2.907 0.17 0.18 0.09
C -5.333 2.293 -2.010 -0.09 -0.29 0.01
C -4.982 1.247 -0.955 0.38 0.44 0.05
C -3.808 1.688 -0.088 -0.30 -0.22 0.17
O -2.653 1.766 -0.889 0.03 -0.05 -0.24
C -1.512 2.199 -0.188 0.30 0.23 0.05
C -0.343 2.318 -1.161 -0.33 -0.36 0.10
H -0.589 3.065 -1.916 0.02 0.11 -0.01
H 0.542 2.648 -0.615 0.04 0.06 -0.01
C -0.035 0.996 -1.873 0.12 0.34 -0.09
N 0.381 -0.053 -0.970 -0.33 -0.08 0.00
C 1.678 -0.148 -0.560 -0.27 -0.24 0.25
O 2.587 0.484 -1.060 0.29 0.31 -0.21
N 1.867 -1.018 0.494 0.06 -0.26 0.17
H 1.165 -1.731 0.642 0.03 0.07 -0.13
C 3.207 -1.463 0.797 0.25 0.12 0.07
C 3.285 -2.969 0.624 -0.22 0.21 -0.13
O 2.325 -3.679 0.456 0.01 -0.15 0.03
O 4.538 -3.415 0.698 0.20 0.32 0.07
C 4.715 -4.820 0.566 -0.14 -0.37 -0.05
H 4.203 -5.344 1.374 0.06 0.02 -0.07
H 5.787 -4.996 0.615 -0.05 0.03 0.00
H 4.312 -5.164 -0.388 0.05 0.01 0.08
H 3.884 -0.983 0.078 -0.10 -0.15 0.12
C 3.649 -1.063 2.225 -0.10 0.06 -0.03
C 3.703 0.457 2.339 0.11 -0.26 -0.07
H 4.384 0.872 1.600 0.08 0.12 -0.07
H 2.717 0.880 2.165 -0.12 0.09 -0.01
H 4.039 0.750 3.330 0.02 0.06 0.10
C 2.706 -1.650 3.272 0.28 0.02 -0.15
H 2.646 -2.733 3.182 -0.06 -0.16 0.08
H 1.707 -1.238 3.153 -0.14 0.04 0.02
H 3.060 -1.409 4.272 -0.01 0.00 0.11
H 4.653 -1.472 2.374 -0.06 0.03 -0.02
H -0.337 -0.485 -0.413 0.11 -0.04 0.02
H 0.787 1.153 -2.574 -0.18 -0.05 -0.02
H -0.921 0.657 -2.411 0.11 0.00 -0.04
H -1.706 3.177 0.282 0.02 -0.14 -0.01
H -1.273 1.488 0.621 -0.02 0.08 -0.05
H -4.017 2.671 0.365 0.02 -0.08 -0.02
H -3.648 0.968 0.732 0.01 0.11 -0.07
H -5.843 1.063 -0.309 -0.03 -0.07 0.02
H -4.715 0.311 -1.448 -0.04 -0.12 0.03
H -5.615 3.224 -1.514 0.07 0.07 0.01
H -4.445 2.489 -2.612 0.01 0.10 0.01
H -6.201 0.915 -3.428 -0.02 -0.11 -0.08
H -6.708 2.590 -3.649 -0.09 0.01 -0.11
H -7.368 1.636 -2.319 -0.13 -0.04 0.01
```
Forces are in eV/Å.


[4]
A gas-phase ion, C14H28N3O4S (charge -1) in a non-equilibrium geometry. Source: the OMol25 dataset; level of theory: ωB97M-V/def2-TZVPD.

## Properties
- Multiplicity: 1
- SMILES string: CCNN(CCCCOC(C)=O)[C@](S)(CCCCN)C(=O)[O-]
- E: -38467.093 eV
- Charge: -1

The geometry in XYZ format:
```
50
Properties=species:S:1:pos:R:3:forces:R:3
C -3.915 -0.426 1.296 -0.13 0.30 0.41
C -2.626 0.392 1.647 -0.61 0.35 -0.08
N -1.418 -0.096 0.924 -1.75 0.54 0.69
N -0.420 0.874 1.130 1.71 0.46 0.70
C 0.596 0.506 2.111 0.40 -1.03 0.61
C 1.744 -0.434 1.606 0.29 -0.42 0.51
C 1.429 -1.972 1.663 1.11 -0.25 1.00
C 2.292 -2.598 2.824 0.41 0.96 -0.38
O 2.272 -4.044 2.828 0.07 0.15 -0.43
C 3.052 -4.577 1.826 -1.01 -0.90 -1.44
C 2.285 -5.216 0.624 -0.70 0.12 1.31
O 4.240 -4.617 1.831 0.65 0.48 0.66
C 0.091 1.489 -0.115 -1.07 0.26 -1.44
S 1.528 2.622 0.159 -0.01 -0.01 0.45
C -1.057 2.444 -0.645 0.56 0.12 0.50
C -0.624 3.278 -1.893 -1.39 -0.05 -0.65
C -1.706 3.176 -3.046 0.49 0.88 -0.25
C -1.081 2.801 -4.435 -0.83 -0.74 0.16
N -0.279 1.576 -4.442 -0.08 0.63 -0.74
C 0.365 0.488 -1.312 2.62 -1.32 -1.99
O -0.534 -0.154 -1.867 -1.57 0.57 0.91
O 1.568 0.380 -1.754 -0.46 0.94 1.46
H -4.422 -0.745 2.237 0.38 -0.14 -0.74
H -4.666 0.207 0.767 0.67 -0.40 0.22
H -3.683 -1.283 0.634 -0.11 0.37 0.52
H -2.819 1.450 1.364 0.46 -0.73 0.05
H -2.435 0.423 2.754 -0.23 -0.15 -0.65
H -1.208 -0.980 1.385 0.55 0.14 -0.48
H 1.063 1.371 2.632 -0.50 -0.30 -0.76
H 0.067 -0.054 2.928 0.24 0.43 -0.56
H 2.611 -0.269 2.300 -0.56 -0.01 -0.51
H 2.128 -0.204 0.591 -0.54 0.16 0.53
H 0.378 -2.225 1.909 0.46 0.19 -0.57
H 1.785 -2.460 0.732 -0.67 0.28 0.37
H 3.353 -2.280 2.699 -0.63 -0.16 0.06
H 1.968 -2.223 3.820 0.03 -0.53 -0.61
H 2.535 -6.298 0.598 0.00 0.74 -0.17
H 2.571 -4.704 -0.314 -0.12 -0.36 0.56
H 1.195 -5.117 0.827 0.73 -0.04 -0.46
H 2.640 1.922 -0.205 -0.92 -0.18 -0.04
H -1.351 3.106 0.207 0.30 -0.33 -0.58
H -1.947 1.809 -0.861 0.81 0.26 0.02
H -0.556 4.352 -1.625 0.25 -0.64 -0.02
H 0.352 2.963 -2.313 -0.54 0.06 0.56
H -2.527 2.474 -2.782 0.66 0.20 -0.21
H -2.190 4.179 -3.180 0.20 -0.69 0.14
H -0.491 3.634 -4.874 -0.25 -0.37 0.44
H -1.943 2.617 -5.127 0.62 0.32 0.33
H 0.598 1.671 -3.939 -0.38 -0.36 0.18
H -0.807 0.770 -4.121 0.40 0.23 0.40
```
Forces are in eV/Å.


[5]
2 unconnected molecules or ions with the total composition C14H28N3O8PS2 in a non-equilibrium geometry. Source: the OMol25 dataset; level of theory: ωB97M-V/def2-TZVPD.

## Properties
- Multiplicity: 1
- E: -66781.540 eV

The geometry in XYZ format:
```
56
Properties=species:S:1:pos:R:3:forces:R:3
O 4.629 0.483 3.415 0.51 -0.51 0.11
S 3.231 0.817 3.495 -0.78 1.10 0.02
O 2.364 -0.568 3.456 0.52 0.04 -0.09
C 3.098 -1.738 3.072 0.29 -0.91 -0.73
C 3.542 -1.741 1.586 0.47 0.71 0.39
C 3.505 -3.144 0.955 -0.29 0.30 0.63
C 2.157 -3.553 0.359 0.24 -0.64 0.12
C 1.232 -4.352 1.307 -0.30 -0.03 -0.72
C -0.221 -3.873 1.168 0.17 -0.37 0.01
S -0.707 -2.875 2.598 -0.15 0.14 0.09
C -1.250 -1.374 1.898 -0.01 -1.03 1.10
N -1.036 -0.848 0.769 0.40 0.34 -1.28
N -1.702 0.377 0.805 0.88 0.27 -2.39
C -2.238 0.482 1.922 -0.60 -0.29 1.77
O -2.012 -0.618 2.704 -0.33 0.46 0.51
C 2.791 -0.657 0.793 0.04 -0.92 0.10
C 3.348 0.760 0.903 -0.91 -0.21 -1.33
P 2.723 1.730 -0.541 -0.52 1.33 0.66
O 3.323 3.047 -0.623 0.83 0.35 -0.18
O 1.135 1.865 -0.269 0.39 -0.90 -0.36
O 2.883 0.877 -1.898 -0.40 -0.16 0.49
O 2.866 1.489 2.034 0.09 -0.77 0.50
H 2.480 -2.617 3.241 -0.53 0.39 0.24
H 3.975 -1.869 3.702 0.02 0.23 0.12
H 4.591 -1.439 1.611 0.05 0.02 -0.12
H 4.327 -3.234 0.248 -0.13 0.10 -0.28
H 3.750 -3.852 1.754 0.10 -0.11 -0.07
H 2.369 -4.203 -0.491 -0.09 0.05 -0.13
H 1.580 -2.721 -0.043 0.27 0.22 0.05
H 1.235 -5.396 0.991 0.15 -0.09 0.08
H 1.561 -4.358 2.344 0.00 0.17 0.02
H -0.347 -3.324 0.237 -0.13 0.24 0.15
H -0.887 -4.730 1.108 -0.21 0.05 0.22
H -2.810 1.302 2.309 -0.12 0.01 0.17
H 1.737 -0.693 1.074 -0.07 0.35 -0.07
H 2.819 -0.960 -0.256 0.20 0.10 -0.05
H 4.436 0.782 0.815 0.08 0.00 0.29
H 0.608 1.562 -1.017 -0.35 0.11 0.20
H 2.111 0.314 -2.039 0.24 -0.23 -0.21
C -3.397 2.954 -4.224 0.02 0.11 -0.17
C -4.739 2.906 -3.502 0.30 -0.16 0.09
C -4.723 3.597 -2.129 -0.31 0.06 -0.03
O -4.111 2.843 -1.101 0.15 0.16 -0.01
C -2.698 2.945 -1.037 -0.13 -0.04 0.08
N -5.177 1.510 -3.408 -0.13 0.10 0.14
H -2.674 2.260 -3.796 -0.04 -0.01 0.07
H -3.524 2.679 -5.271 -0.03 -0.04 0.03
H -2.968 3.958 -4.192 0.01 -0.01 0.03
H -5.461 3.445 -4.123 -0.05 0.02 0.07
H -5.760 3.733 -1.810 0.02 -0.05 0.04
H -4.277 4.598 -2.191 0.10 -0.04 -0.05
H -2.351 3.947 -1.307 -0.04 -0.01 -0.09
H -2.227 2.198 -1.678 0.13 0.06 -0.04
H -2.394 2.736 -0.016 -0.02 0.00 0.01
H -6.113 1.483 -3.013 -0.04 -0.02 -0.11
H -4.601 1.058 -2.701 0.05 -0.03 -0.07
```
Forces are in eV/Å.